No. 1
{
  "formula": "C4H12O3",
  "method": "ωB97M-V with the def2-TZVPD basis set",
  "charge": 0,
  "homo_lumo_gap_ha": 0.3994,
  "smiles": "C[C@H](O)CCO.O",
  "multiplicity": 1,
  "lumo_ev": 0.8,
  "e_homo_ha": -0.370,
  "largest_force_ev_per_a": 2.7,
  "symbols": ["C", "C", "O", "C", "C", "O", "H", "H", "H", "H", "H", "H", "H", "H", "H", "H", "O", "H", "H"],
  "coordinates": [[-0.790, 0.451, -1.991], [0.099, 0.766, -0.728], [1.251, -0.066, -0.791], [-0.687, 0.515, 0.609], [0.131, 0.935, 1.796], [1.493, 0.334, 1.900], [-0.130, 0.114, -2.804], [-1.285, 1.402, -2.305], [-1.319, -0.380, -1.571], [0.480, 1.807, -0.695], [1.499, -0.285, 0.151], [-1.702, 0.917, 0.673], [-0.855, -0.574, 0.683], [0.383, 1.988, 1.800], [-0.403, 0.826, 2.757], [1.422, -0.502, 2.384], [0.205, -2.964, -0.331], [0.772, -2.250, -0.638], [-0.564, -3.034, -0.898]]
}

=====

No. 2
{
  "formula": "C4H12O3",
  "method": "ωB97M-V with the def2-TZVPD basis set",
  "charge": 0,
  "homo_lumo_gap_ha": 0.3321,
  "smiles": "C/C=C(/C)O.O.O",
  "multiplicity": 1,
  "lumo_ev": 0.6,
  "e_homo_ha": -0.310,
  "largest_force_ev_per_a": 1.8,
  "symbols": ["C", "C", "C", "C", "O", "H", "H", "H", "H", "H", "H", "H", "H", "O", "H", "H", "O", "H", "H"],
  "coordinates": [[2.657, 0.175, -2.047], [1.361, 0.589, -1.406], [1.002, 1.875, -1.320], [-0.456, 2.264, -1.101], [1.902, 2.918, -1.364], [2.519, -0.339, -2.997], [3.251, -0.503, -1.403], [3.371, 0.980, -2.207], [0.754, -0.177, -0.947], [-0.632, 3.291, -0.775], [-0.949, 1.537, -0.464], [-0.888, 2.213, -2.097], [1.697, 3.438, -0.580], [-2.506, -3.713, 4.679], [-1.948, -4.473, 4.896], [-3.198, -4.042, 4.095], [-3.027, -2.058, 1.554], [-2.705, -1.701, 2.389], [-2.205, -2.273, 1.097]]
}

=====

No. 3
{
  "formula": "C4H12O3",
  "method": "ωB97M-V with the def2-TZVPD basis set",
  "charge": 0,
  "homo_lumo_gap_ha": 0.4030,
  "smiles": "CC(C)C=O.O.O",
  "multiplicity": 1,
  "lumo_ev": 0.8,
  "e_homo_ha": -0.375,
  "largest_force_ev_per_a": 1.5,
  "symbols": ["C", "C", "C", "C", "O", "H", "H", "H", "H", "H", "H", "H", "H", "O", "H", "H", "O", "H", "H"],
  "coordinates": [[0.101, 1.168, -0.501], [0.996, -0.055, -0.264], [2.207, -0.145, -1.169], [1.400, -0.201, 1.199], [0.743, 0.182, 2.131], [-0.740, 0.978, -1.167], [-0.292, 1.536, 0.443], [0.740, 1.946, -0.919], [0.372, -0.964, -0.337], [1.879, -0.065, -2.201], [2.926, 0.654, -0.992], [2.728, -1.090, -1.056], [2.412, -0.620, 1.336], [-3.336, -0.427, -0.919], [-4.273, -0.206, -0.906], [-3.109, -0.532, 0.020], [-1.721, -0.767, 1.381], [-2.089, -1.120, 2.201], [-0.942, -0.273, 1.720]]
}

=====

No. 4
{
  "formula": "C4H12O3",
  "method": "ωB97M-V with the def2-TZVPD basis set",
  "charge": 0,
  "homo_lumo_gap_ha": 0.3489,
  "smiles": "C/C=C(/C)O.O.O",
  "multiplicity": 1,
  "lumo_ev": 0.7,
  "e_homo_ha": -0.324,
  "largest_force_ev_per_a": 2.3,
  "symbols": ["C", "C", "C", "C", "O", "H", "H", "H", "H", "H", "H", "H", "H", "O", "H", "H", "O", "H", "H"],
  "coordinates": [[1.277, 1.664, -1.392], [1.738, 0.746, -0.266], [1.079, -0.318, 0.149], [1.554, -1.245, 1.262], [-0.068, -0.792, -0.454], [1.414, 1.205, -2.369], [1.762, 2.634, -1.308], [0.217, 1.867, -1.261], [2.673, 1.012, 0.206], [2.184, -2.011, 0.822], [0.733, -1.705, 1.815], [1.953, -0.630, 2.076], [-0.721, -1.222, 0.103], [-1.770, 1.355, 0.338], [-1.173, 0.729, -0.124], [-1.186, 2.023, 0.714], [-2.715, -1.381, 0.074], [-2.963, -0.475, -0.097], [-3.049, -1.601, 0.968]]
}

=====

No. 5
{
  "formula": "C4H12O3",
  "method": "ωB97M-V with the def2-TZVPD basis set",
  "charge": 0,
  "homo_lumo_gap_ha": 0.4028,
  "smiles": "OCCCCO.O",
  "multiplicity": 1,
  "lumo_ev": 0.6,
  "e_homo_ha": -0.381,
  "largest_force_ev_per_a": 1.9,
  "symbols": ["O", "C", "C", "C", "C", "O", "H", "H", "H", "H", "H", "H", "H", "H", "H", "H", "O", "H", "H"],
  "coordinates": [[-0.817, -2.465, -0.024], [-1.415, -1.147, -0.229], [-0.336, -0.100, 0.012], [-0.937, 1.285, 0.236], [0.057, 2.402, 0.428], [0.962, 2.258, 1.520], [-0.711, -3.033, -0.791], [-1.869, -1.010, -1.211], [-2.122, -1.186, 0.595], [0.316, -0.086, -0.873], [0.310, -0.465, 0.812], [-1.517, 1.176, 1.143], [-1.645, 1.596, -0.535], [-0.510, 3.290, 0.740], [0.593, 2.720, -0.473], [1.723, 1.746, 1.217], [2.131, -1.918, -1.536], [1.804, -1.737, -0.652], [1.418, -1.946, -2.176]]
}

=====

No. 6
{
  "formula": "C4H12O3",
  "method": "ωB97M-V with the def2-TZVPD basis set",
  "charge": 0,
  "homo_lumo_gap_ha": 0.3982,
  "smiles": "C[C@@H](O)CCO.O",
  "multiplicity": 1,
  "lumo_ev": 0.8,
  "e_homo_ha": -0.370,
  "largest_force_ev_per_a": 1.3,
  "symbols": ["C", "C", "O", "C", "C", "O", "H", "H", "H", "H", "H", "H", "H", "H", "H", "H", "O", "H", "H"],
  "coordinates": [[-0.869, -1.290, 1.880], [-1.003, -0.133, 0.880], [-0.022, 0.855, 1.154], [-0.874, -0.628, -0.535], [-1.041, 0.471, -1.598], [-0.030, 0.458, -2.588], [-0.365, -0.935, 2.770], [-1.837, -1.717, 2.174], [-0.366, -2.124, 1.390], [-1.941, 0.379, 1.076], [0.884, 0.546, 1.030], [-1.603, -1.402, -0.751], [0.131, -1.024, -0.719], [-1.082, 1.474, -1.207], [-2.050, 0.390, -2.041], [0.089, -0.443, -2.902], [3.064, 0.340, 0.748], [3.590, 0.954, 1.269], [2.455, 0.850, 0.206]]
}

=====

No. 7
{
  "formula": "C4H12O3",
  "method": "ωB97M-V with the def2-TZVPD basis set",
  "charge": 1,
  "homo_lumo_gap_ha": [0.2650, 0.1418],
  "multiplicity": 2,
  "lumo_ev": [-6.4, -9.8],
  "e_homo_ha": [-0.500, -0.500],
  "largest_force_ev_per_a": 5.4,
  "symbols": ["O", "C", "C", "C", "C", "H", "H", "H", "H", "H", "H", "H", "H", "H", "H", "O", "H", "H", "O"],
  "coordinates": [[1.339, -3.080, -1.724], [0.638, -2.845, -0.704], [0.839, -1.622, 0.194], [0.975, -0.372, -0.574], [0.688, 0.960, 0.281], [-0.251, -3.453, -0.315], [1.716, -1.933, 0.793], [-0.061, -1.677, 0.870], [0.458, -0.230, -1.435], [2.083, -0.272, -0.658], [0.975, 1.740, -0.459], [-0.416, 1.042, 0.670], [1.466, 0.945, 1.078], [-3.344, 1.563, -4.842], [-4.007, 2.614, -3.991], [-3.153, 2.428, -4.496], [-0.573, 1.036, 4.664], [0.394, 2.043, 5.478], [0.233, 1.117, 5.168]]
}

=====

- Number 1 is which compound?
  C4H12O3